17
Properties=species:S:1:pos:R:3:forces:R:3 method="wB97M-V/def2-TZVPD" homo_lumo_gap_ev=9.67 max_force_ev_per_a=10.13 e_lumo_ev=0.76 de_lowest_kj_mol=918.3 e_homo_ha=-0.32744
C 2.374803 0.528122 0.392287 1.7473 -0.1398 4.2081
C 1.313626 -0.250852 0.638530 -1.2049 -1.3894 0.2374
C -0.158610 -0.143817 -0.209629 4.5672 8.8228 1.9951
C -1.106191 0.136285 1.067622 -3.6027 -3.6033 -3.7279
C -0.637513 -1.414044 -0.301604 -0.4271 -4.8312 -3.7430
C -0.262875 0.932449 -1.243086 -0.6686 2.8074 -0.8468
C -0.520170 2.019648 -1.838105 2.8162 -2.1295 -1.9181
H 2.286338 1.317748 -0.247947 -0.5241 1.7113 -2.2504
H 3.379790 0.868431 1.102141 -2.9029 -2.1492 -1.7777
H 1.076427 -1.166921 1.451816 1.3070 2.8166 -2.2210
H -0.601118 0.547647 1.900192 -0.4311 1.1359 0.9347
H -2.347723 0.197681 0.685747 3.7224 1.2983 1.5014
H -1.802623 -2.244679 1.349187 3.0210 4.0853 -0.7336
H -1.373659 -1.409974 -1.123921 -0.7812 -0.5601 0.6008
H 0.155917 -2.116473 -0.610195 -0.3952 -0.3864 0.1934
H -0.161154 2.665011 -2.853271 -1.5781 -1.8731 3.5831
N -0.947230 -1.357890 1.044309 -4.6651 -5.6156 3.9643



17
Properties=species:S:1:pos:R:3:forces:R:3 method="wB97M-V/def2-TZVPD" homo_lumo_gap_ev=10.56 max_force_ev_per_a=6.01 e_lumo_ev=0.99 smiles="c1ccncc1.C=C" de_lowest_kj_mol=246.5 e_homo_ha=-0.35186
C 1.844893 1.446384 -0.528381 0.6818 3.1710 -0.0512
C 1.566269 2.285348 0.548656 -0.4951 0.6774 0.9527
C 0.610797 1.903925 1.494692 0.5915 0.6714 -0.5560
N -0.030586 0.744849 1.458116 0.3563 0.3161 -1.2400
C 0.227145 0.027166 0.332796 -1.1656 -1.4831 2.5475
C 1.095012 0.345417 -0.684666 -0.3197 -3.8402 -1.4707
H 2.498291 1.862280 -1.276459 0.4213 -0.4452 -0.2580
H 1.951330 3.308826 0.754682 0.2641 -1.0241 -0.7828
H 0.395351 2.667286 2.238775 -0.2530 -0.5432 0.4018
H -0.303481 -0.937861 0.448668 1.0461 0.8307 -0.9321
H 1.238267 -0.479597 -1.513039 -0.2342 2.0969 1.5431
C -2.118652 -1.837999 -0.063421 -3.4139 -0.3491 2.8925
C -1.568420 -2.406273 -1.045634 2.1048 -4.8153 -2.9105
H -2.786412 -2.510656 0.479648 0.1296 0.4955 0.4684
H -2.113631 -0.833976 0.233733 -0.0511 1.2116 0.0802
H -1.621387 -3.567281 -1.129299 -0.2619 2.1550 -0.0303
H -0.884785 -2.017837 -1.748867 0.5990 0.8744 -0.6547



17
Properties=species:S:1:pos:R:3:forces:R:3 method="wB97M-V/def2-TZVPD" homo_lumo_gap_ev="7.08 / 7.10" max_force_ev_per_a=3.53 spin_multiplicity=2 e_lumo_ev="-6.13 / -6.09" charge=+1 de_lowest_kj_mol=520.2 e_homo_ha="-0.48552 / -0.48461"
C 1.501310 -1.086518 -0.636489 0.6869 -1.3133 -0.6794
C 1.702753 0.097173 -1.211708 -0.1171 -0.1047 1.6105
N 0.758598 0.987081 -0.636653 -2.3846 -1.8305 -0.4750
C -0.197786 0.283204 0.145305 3.0792 1.1358 -1.3051
C 0.205265 -1.142857 0.084195 0.2724 -1.2761 0.3454
C -0.012572 -2.421528 0.954282 -0.9730 2.1415 2.0384
C -1.416174 2.383947 0.316109 1.6152 -0.9282 1.0171
C -1.283714 1.022891 0.580141 -1.8476 2.1365 1.1832
H 2.144243 -1.967482 -0.641799 -0.2466 0.3477 -0.4853
H 2.465411 0.474546 -1.865155 0.1781 0.0091 -0.0004
H 0.390672 1.669314 -1.285707 0.1339 0.5144 0.4673
H -0.834233 -3.030608 0.613493 0.3366 -0.7232 -0.2867
H -0.111034 -2.246862 2.031533 0.6298 -0.2875 -0.1750
H -0.538957 -1.675544 -0.538159 -0.0252 1.4696 -1.4028
H -2.339573 2.928644 0.202021 -0.3238 -0.1502 0.7601
H -0.497759 2.968551 0.474030 -0.1894 0.0977 -1.4641
H -1.936452 0.756048 1.414561 -0.8246 -1.2386 -1.1479



18
Properties=species:S:1:pos:R:3:forces:R:3 method="wB97M-V/def2-TZVPD" homo_lumo_gap_ev="7.94 / 7.94" max_force_ev_per_a=4.47 e_lumo_ev="-5.48 / -5.49" charge=+1 de_lowest_kj_mol=637.8 e_homo_ha="-0.49353 / -0.49350"
C 0.800568 1.429749 0.201803 -1.5447 1.2889 -0.7799
C 2.183486 1.242576 0.336782 3.8202 -0.9326 2.1260
C -0.049919 0.532102 -0.103492 -1.2917 -1.8492 -0.2665
C 2.358278 -2.121156 -0.221682 1.4250 1.6161 -0.7364
C -2.404982 -0.434422 0.679685 -0.4279 0.7616 -3.8660
C -2.557146 0.764188 -0.330018 -0.4065 0.8730 2.4222
C -1.292130 -0.099896 -0.325046 -0.4576 -1.5895 -2.9024
N 2.716162 0.104913 0.115448 2.8511 0.8031 0.8420
N 1.987809 -0.909795 -0.231287 -3.7646 -0.2584 -0.5799
H 0.479224 2.449798 0.056749 -0.3964 0.3986 0.3186
H 2.911684 1.927443 0.889022 -1.4428 -0.3098 -1.4136
H 3.364702 -2.426394 -0.083276 1.0834 0.1128 0.9326
H 1.804432 -2.841044 -0.714437 -1.9089 -1.2430 -0.3884
H -2.142600 -0.064230 1.571538 0.5893 0.7164 3.5834
H -2.986348 -1.393407 0.590435 0.7935 1.3648 -0.0925
H -3.315462 0.624076 -1.074774 0.3472 -0.1303 -0.7428
H -2.418718 1.862283 -0.044341 -0.4425 -1.9066 0.1478
H -1.439038 -0.646789 -1.313104 1.1738 0.2840 1.3957



19
Properties=species:S:1:pos:R:3:forces:R:3 method="wB97M-V/def2-TZVPD" homo_lumo_gap_ev=8.28 max_force_ev_per_a=3.47 e_lumo_ev=-4.13 smiles="C[C@@H]1[NH2+]/C1=C1/N=CC=CO1" charge=+1 de_lowest_kj_mol=461.6 e_homo_ha=-0.45599
C -1.539152 -2.069362 1.606947 -0.0078 2.2189 -1.6742
C -1.099704 -0.634726 1.617295 -0.2121 0.4254 3.0052
N -2.167667 0.264959 0.854068 1.1661 0.5263 -0.3875
C -0.783756 0.051578 0.418546 1.8332 1.3151 -2.6309
C 0.235756 0.411699 -0.481996 -0.2151 2.0982 -0.6459
N 1.447016 -0.091041 -0.292164 0.8157 -0.5637 1.1476
C 2.536779 0.389482 -0.823163 0.6776 -2.0621 0.9432
C 2.596712 1.267467 -1.940227 -1.6373 0.3724 1.1543
C 1.388448 1.794084 -2.295039 0.1017 -2.6363 0.5763
O 0.233692 1.464350 -1.550239 -0.3841 -0.4926 0.2760
H -1.806481 -2.220619 0.581754 -0.4721 -0.8173 -0.5300
H -2.327698 -2.165488 2.267259 -1.8225 -0.4340 1.2343
H -0.801351 -2.728602 1.876919 2.0310 -1.4211 0.5992
H -0.860972 -0.225253 2.737597 -0.4215 -0.5579 -2.9617
H -2.984066 -0.073681 0.348401 0.3103 -0.5818 -0.0116
H -2.335162 1.178246 1.229008 -0.1515 0.5465 0.4464
H 3.451774 -0.146353 -0.400568 -1.0015 1.0603 -0.9135
H 3.536521 1.373140 -2.426493 0.2514 0.4800 -0.5850
H 1.279311 2.160118 -3.327904 -0.8615 0.5234 0.9578



19
Properties=species:S:1:pos:R:3:forces:R:3 method="wB97M-V/def2-TZVPD" homo_lumo_gap_ev=8.61 max_force_ev_per_a=5.00 e_lumo_ev=-4.00 smiles="N[C@H]1C=[NH+]Cc2sccc21" charge=+1 de_lowest_kj_mol=170.7 e_homo_ha=-0.46315
N -1.598173 1.016566 -0.897851 0.5715 0.4549 -0.6792
C -0.944545 0.802704 0.353757 -0.1334 -0.3406 3.4432
C -1.893774 -0.493424 0.630328 4.4031 1.6763 -1.6602
N -1.391231 -1.584300 0.177633 -1.1110 -1.8877 1.0927
C 0.038193 -1.822531 -0.077238 1.9160 -1.3626 -0.1230
C 1.006911 -0.656446 0.154303 -0.6385 -2.0107 -0.5687
S 2.717952 -0.913579 -0.103932 -1.4349 2.7461 0.5042
C 2.837142 0.885653 0.065977 -0.8234 -2.3085 0.0065
C 1.680653 1.523999 0.352885 1.3105 -2.1969 -0.9024
C 0.621869 0.627396 0.307745 -3.6221 -1.9422 0.7298
H -1.870049 1.960633 -0.883041 -0.9012 1.4107 -0.6287
H -0.984500 0.887513 -1.712178 -0.2693 -0.1848 0.5447
H -1.277879 1.527175 1.222576 0.7630 -0.8975 -2.1369
H -2.892078 -0.220107 0.848704 -1.0152 -0.5935 0.2349
H -1.979288 -2.446357 0.043376 0.6089 1.2656 0.1941
H 0.120099 -2.083921 -1.141858 -0.2544 0.0788 0.0942
H 0.432724 -2.805566 0.429107 -1.1539 1.9035 -0.4315
H 3.736434 1.269740 -0.245602 2.0410 1.1020 -0.0310
H 1.639541 2.524861 0.475307 -0.2567 3.0871 0.3174



19
Properties=species:S:1:pos:R:3:forces:R:3 method="wB97M-V/def2-TZVPD" homo_lumo_gap_ev="7.66 / 7.66" max_force_ev_per_a=1.13 e_lumo_ev="0.44 / 0.44" de_lowest_kj_mol=420.9 e_homo_ha="-0.26532 / -0.26530"
C 0.128250 -1.211188 0.496467 -0.0526 0.2284 -0.2083
C -0.124247 1.006093 -2.690726 -0.5659 -0.7520 -0.1447
C -0.973586 -0.002889 -2.418862 0.2500 0.1960 -0.1454
C 0.181001 1.719402 -1.499525 0.1232 0.3104 0.2733
C -1.251986 0.016495 -0.948256 -0.3385 -0.0028 -0.1786
C 1.043426 -1.145234 2.802985 -0.0458 0.0774 -0.0065
C 1.137256 -1.259580 1.312600 0.2496 -0.5320 0.1173
N -0.823408 -1.175509 -0.267329 -0.1113 -0.6755 0.0410
N -0.477322 1.194755 -0.480114 -0.0284 0.0955 -0.0672
N -0.391005 1.533093 0.749392 0.1753 0.7351 0.8431
H 0.279012 1.260082 -3.652086 0.0475 0.0360 -0.2169
H -1.414745 -0.718685 -3.081599 -0.0470 -0.1440 -0.1563
H 0.834815 2.555130 -1.372804 0.1437 0.2003 0.1952
H -2.316803 0.160794 -0.720768 0.2627 0.1486 0.0047
H 1.166838 -2.126310 3.265002 -0.0028 0.0309 0.0630
H 0.083440 -0.735471 3.106462 -0.0261 0.0243 0.0850
H 1.835274 -0.494210 3.167992 -0.0247 0.0552 0.1080
H 2.093727 -1.546815 0.900802 0.0906 0.0671 -0.2051
H -1.009936 0.970047 1.330369 -0.0996 -0.0990 -0.4017



21
Properties=species:S:1:pos:R:3:forces:R:3 method="wB97M-V/def2-TZVPD" homo_lumo_gap_ev=9.91 max_force_ev_per_a=2.87 e_lumo_ev=0.63 smiles="CN1Cc2c[nH]nc2[C@@H]1C(=O)O" de_lowest_kj_mol=130.2 e_homo_ha=-0.34120
C -1.111037 1.728741 -0.372267 -0.1153 0.1426 0.0062
N -0.030881 0.832279 -0.028283 -0.0162 -0.3190 -0.0791
C -0.470053 -0.359281 0.720609 -0.2247 -0.2441 0.3322
C 0.527074 -1.399397 0.354204 0.2719 -0.0201 -0.2910
C 0.994316 -2.655351 0.647501 -0.1504 0.2403 0.0307
N 1.984568 -2.896104 -0.251320 -0.0972 -0.0744 0.1323
N 2.187386 -1.885256 -1.101533 0.4255 0.2597 -0.6424
C 1.305640 -0.991122 -0.738689 -1.1526 2.0906 0.0148
C 0.834808 0.504765 -1.159045 1.1437 -2.5843 0.4768
C 2.055497 1.420368 -1.175846 -0.3197 0.0890 -0.0558
O 2.721370 1.630652 -2.147376 0.0632 -0.0509 0.0064
O 2.303588 1.949565 0.023573 0.2648 0.2435 0.1858
H -1.854592 1.257136 -1.033601 0.0521 0.0329 0.0508
H -1.608397 2.049599 0.544005 -0.0529 0.0677 -0.0827
H -0.702630 2.605075 -0.876769 -0.0841 0.0450 0.0404
H -1.485181 -0.668007 0.425554 0.0522 0.0953 0.0344
H -0.481480 -0.123638 1.789297 -0.1111 -0.0479 -0.0718
H 0.715659 -3.374330 1.390049 -0.0029 -0.1921 0.1457
H 2.566235 -3.714078 -0.329740 -0.0941 0.0799 0.0405
H 0.342926 0.467240 -2.136037 0.0402 0.1954 0.0595
H 1.545786 1.706604 0.605064 0.1077 -0.0491 -0.3335



21
Properties=species:S:1:pos:R:3:forces:R:3 method="wB97M-V/def2-TZVPD" homo_lumo_gap_ev="8.15 / 8.15" max_force_ev_per_a=7.11 e_lumo_ev="-0.29 / -0.29" de_lowest_kj_mol=663.6 e_homo_ha="-0.31016 / -0.31013"
C 2.211631 1.984102 0.982927 -0.2492 2.5208 -2.4652
C 1.790449 0.939352 1.739837 5.4726 1.4891 4.2945
C 1.424282 2.280363 -0.142002 -0.7294 0.5870 -1.4605
C 0.726246 0.223365 1.555197 -4.1791 -3.5010 -1.9659
C 0.287388 1.500306 -0.477797 0.1203 -0.0265 1.1401
C -0.051174 0.409210 0.410813 0.3552 3.3244 -2.4181
C -1.037396 -0.568355 0.036074 1.9759 -3.6390 1.2680
N -0.838040 -2.934475 -1.036348 -0.2735 -0.5347 -0.8005
N -0.145683 -1.789378 -1.114726 -0.5984 2.2259 0.5908
N -2.188172 -0.414244 -0.754251 -0.4322 1.7617 -0.2467
O -2.859057 -1.389351 -1.027689 -0.9912 -0.9002 0.4279
O -2.422698 0.686992 -1.232492 0.1550 0.3713 -0.2110
H 3.047638 2.712176 1.162478 -0.7060 -1.3730 0.2892
H 2.445904 0.729918 2.637260 -0.8859 0.0423 -0.9123
H 1.644153 3.150573 -0.850655 -0.0836 -1.2656 1.2928
H 0.461639 -0.681973 2.109406 0.3705 0.4979 0.4166
H -0.375456 1.804356 -1.334030 0.9340 -0.6414 1.0240
H -1.100120 -1.251101 0.947251 -0.8621 0.4574 -1.7149
H -0.874178 -3.195381 -0.055115 -0.2900 -0.4963 -0.4354
H -1.754177 -2.809988 -1.503309 0.3379 -0.7406 0.9181
H -0.393180 -1.386468 -2.052830 0.5591 -0.1596 0.9686



24
Properties=species:S:1:pos:R:3:forces:R:3 method="wB97M-V/def2-TZVPD" homo_lumo_gap_ev="6.86 / 6.97" max_force_ev_per_a=4.45 e_lumo_ev="-1.81 / -1.47" de_lowest_kj_mol=548.4 e_homo_ha="-0.31873 / -0.31021"
C -3.498190 -0.800401 0.224757 -0.6219 -0.6120 -0.0688
C -3.775856 0.148676 -0.692302 -0.2934 0.4796 -1.1445
C -1.519860 0.242798 0.258873 -2.5727 -0.3501 -1.8345
C 0.514474 -0.406805 1.495523 -0.9819 -0.2132 -1.3451
C 1.332799 -1.440534 0.717277 1.7722 -1.9202 1.4094
C 1.751290 -0.057077 -1.534310 -1.1383 1.6189 0.4624
C 0.392376 1.446990 -0.209584 -0.7863 -3.0576 -1.3546
N -2.224746 -0.725577 0.709518 0.4327 -0.9020 1.4369
N -0.272688 0.524867 0.639579 2.9601 2.4128 -0.8423
N 1.544393 2.125539 0.161741 1.5812 -0.4904 1.2103
O 2.217837 1.663677 1.084153 -0.0775 0.7948 0.1268
O 1.883546 3.055803 -0.530204 0.0284 0.7971 -0.4614
O 3.461626 -1.914036 -0.947214 1.3392 -3.0736 -1.5592
S -2.374896 1.104467 -1.064238 0.0768 -0.2700 1.2069
S 2.802604 -0.825342 -0.315359 -2.6659 2.9267 2.0292
H -4.159105 -1.645917 0.566543 0.7437 1.2949 -0.3986
H -4.641505 0.404443 -1.306234 0.0870 -0.5423 0.5026
H -0.294970 -0.944746 1.984506 0.4260 0.0393 0.7115
H 1.163547 0.229666 2.061323 -0.0778 -0.2369 0.7713
H 1.916540 -2.039857 1.558847 -1.0495 1.2069 -1.5216
H 0.733033 -2.257115 0.247457 0.3558 0.9484 -0.2501
H 1.039279 -0.714712 -2.055725 0.3194 0.3560 0.1996
H 2.145910 0.827874 -2.054045 0.0246 -0.7160 0.0000
H -0.137429 1.997316 -1.000881 0.1182 -0.4910 0.7139



24
Properties=species:S:1:pos:R:3:forces:R:3 method="wB97M-V/def2-TZVPD" homo_lumo_gap_ev=8.92 max_force_ev_per_a=3.59 e_lumo_ev=-1.38 de_lowest_kj_mol=15.8 e_homo_ha=-0.37855
C -4.088022 2.004785 0.257109 -0.1652 -0.1424 0.2473
C -4.487680 -0.221380 1.169840 -0.3969 2.7175 -2.2181
C -5.237580 0.312567 -1.011942 -1.1288 -0.3679 -0.9360
C 0.727040 -1.309996 -0.461434 -0.5256 3.3521 -1.1666
C -0.211983 1.188161 1.579981 -0.3843 -0.0559 -0.1394
C -1.355208 0.543734 -1.454767 2.6218 -2.0604 -0.7369
C -4.558225 0.666307 0.170283 -0.4993 0.5696 0.8412
N -3.792611 3.111367 0.255184 0.3429 0.4217 0.0601
N -4.120538 -1.172413 1.749375 0.7654 -2.9872 1.6140
N -5.847656 0.050846 -1.954191 0.4002 0.0854 0.3053
O -2.400989 -3.123356 1.173463 -0.5846 0.3075 0.2557
O -3.182226 -1.570729 -0.582695 0.1642 -0.6826 -0.0503
O -1.758297 -0.796787 1.226774 0.1524 -0.2299 -0.3504
Si -0.624096 -0.036659 0.138981 1.1865 -0.1790 0.6202
S -2.771367 -1.818130 0.760038 -0.1151 -1.0238 0.0658
H 0.601102 -1.892609 -1.395986 -0.4278 0.4658 0.6274
H 1.431427 -0.404879 -0.761496 -0.4514 -2.1096 0.7697
H 1.054551 -1.931224 0.328293 0.8956 -0.3864 0.7766
H -1.230920 1.231344 2.069975 1.2086 0.2282 -0.3512
H 0.531261 0.880711 2.356203 -0.6078 -0.0898 -0.7798
H 0.055900 2.205618 1.267366 -0.0734 -0.2662 -0.0493
H -1.931275 -0.354136 -1.853916 1.3774 1.0804 -0.0466
H -1.984956 1.345366 -1.564963 -1.3635 2.1827 0.1642
H -0.318532 0.816298 -1.987682 -2.3912 -0.8297 0.4772



21
Properties=species:S:1:pos:R:3:forces:R:3 method="wB97M-V/def2-TZVPD" homo_lumo_gap_ev="6.19 / 6.65" max_force_ev_per_a=4.08 e_lumo_ev="-1.06 / -0.70" de_lowest_kj_mol=216.7 e_homo_ha="-0.26632 / -0.27014"
C 2.801939 1.327952 -0.611315 0.2307 -0.0614 1.0672
C 0.791557 0.710997 -0.067238 0.5674 0.2114 -2.0457
C 0.789360 0.882910 -1.569446 0.3753 1.3205 1.3117
C -1.264828 -1.455061 -0.344977 -0.1145 -0.0531 0.0866
C -1.083773 -0.566685 0.818717 -0.0506 -1.0459 -1.6595
C -2.609266 -2.146492 -0.396057 2.2148 1.1063 -3.2493
C 0.210281 0.893241 2.307702 -0.7497 -1.9380 -3.4051
N 2.038699 1.074324 0.409011 0.2527 -0.3607 -0.0410
N 2.096564 1.287142 -1.758085 1.5637 -0.1230 -3.2333
N -0.063314 0.258624 0.866000 -0.0374 0.6493 2.3960
O -0.419479 -1.663648 -1.194036 0.1360 0.3064 0.1597
S -0.152747 1.249910 -2.894029 -1.2025 -0.9662 0.5661
H 3.883735 1.444701 -0.441376 -0.7173 0.2734 -0.7407
H -1.619635 -0.894851 1.707159 0.1923 0.7770 0.0309
H -3.233965 -1.549583 0.168125 -2.0401 0.7416 0.8886
H -2.458393 -3.108643 -0.048476 -0.1600 -2.0807 0.8324
H -2.768381 -2.174749 -1.517150 -0.5868 -0.0384 1.4253
H 1.253417 0.996063 2.193758 1.0808 0.4750 1.1314
H -0.366686 1.756928 2.183729 -0.4845 1.6085 0.6103
H -0.202904 0.191429 2.990058 0.0387 -0.3517 0.7648
H 2.377818 1.485493 -2.802075 -0.5088 -0.4503 3.1036